A cluster of 2 separate species, C4H10O2 in total. Source: the Open Molecules 2025 dataset; level of theory: the ωB97M-V functional and the def2-TZVPD basis.

```
! wB97M-V def2-TZVPD RIJCOSX def2/J DEFGRID3
* xyz 0 1
C 0.376 0.459 2.350
C 0.054 -0.250 1.070
C -0.744 0.226 0.117
C -1.070 -0.515 -1.142
O -0.740 0.331 -2.243
H 1.459 0.506 2.509
H -0.015 1.481 2.352
H -0.048 -0.068 3.212
H 0.522 -1.226 0.927
H -1.194 1.214 0.220
H -2.143 -0.760 -1.168
H -0.502 -1.454 -1.182
H -1.026 -0.107 -3.053
O 1.999 -0.148 -1.472
H 1.857 0.122 -0.557
H 1.214 0.187 -1.939
*
```

Lowest unoccupied orbital energy (eV): 0.83
Highest occupied orbital energy (eV): -9.76
ΔE to the lowest compared entry with this formula, charge and spin (eV): 1.130
Structure (SMILES): C/C=C/CO.O


A cluster of 2 separate species, C5H12N2O in total in a non-equilibrium geometry. Source: the Open Molecules 2025 dataset; level of theory: the ωB97M-V functional and the def2-TZVPD basis.

```
! wB97M-V def2-TZVPD RIJCOSX def2/J DEFGRID3
* xyz 0 1
C -1.213 0.864 -1.499
C -1.584 -1.296 -0.215
C -1.198 0.681 1.198
C 3.073 -0.342 0.465
C -0.947 0.070 -0.176
N 0.892 -0.658 0.038
N 1.771 0.198 0.074
O 1.754 1.389 -0.298
H -0.466 1.496 -1.856
H -1.615 0.110 -2.244
H -1.995 1.516 -1.089
H -1.151 -1.824 -1.074
H -2.627 -1.189 -0.416
H -1.538 -1.876 0.684
H -0.645 -0.045 1.776
H -0.824 1.671 1.483
H -2.168 0.780 1.372
H 3.914 -0.404 -0.304
H 2.983 -1.458 0.852
H 3.584 0.318 1.228
*
```

Lowest unoccupied orbital energy (spin up / spin down) (eV): 0.94 / 0.94
Highest occupied orbital energy (spin up / spin down) (eV): -9.23 / -9.23
ΔE to the lowest compared entry with this formula, charge and spin (eV): 6.078


A structure of composition C3H7NOS in a non-equilibrium geometry. Source: the Open Molecules 2025 dataset; level of theory: the ωB97M-V functional and the def2-TZVPD basis.

```
! wB97M-V def2-TZVPD RIJCOSX def2/J DEFGRID3
* xyz 0 1
C -1.667 1.620 -0.162
C 0.001 -0.237 0.038
C 2.470 0.398 -0.072
H -1.602 2.641 -0.865
H -2.155 0.535 -0.674
H -2.347 2.035 0.984
H 0.392 1.696 0.621
H 2.779 0.928 0.871
H 2.718 1.091 -0.952
H 3.424 -0.305 0.013
N -0.329 1.098 0.209
O 1.332 -0.521 -0.054
S -1.024 -1.426 0.009
*
```

Lowest unoccupied orbital energy (eV): 0.62
Highest occupied orbital energy (eV): -8.57
ΔE to the lowest compared entry with this formula, charge and spin (eV): 3.938


A cluster of 2 separate species, C4H8O in total in a non-equilibrium geometry. Source: the Open Molecules 2025 dataset; level of theory: the ωB97M-V functional and the def2-TZVPD basis.

```
! wB97M-V def2-TZVPD RIJCOSX def2/J DEFGRID3
* xyz 0 1
C -1.140 -3.106 1.072
C -0.359 -2.214 1.671
O 0.583 -1.510 0.935
H -1.893 -3.594 1.675
H -0.920 -3.401 0.058
H -0.185 -2.270 2.744
H 0.687 -0.716 1.478
C -0.168 3.262 -2.170
C 1.017 3.428 -1.574
H -0.621 4.090 -2.702
H -0.705 2.362 -1.910
H 1.706 4.159 -1.985
H 1.238 3.146 -0.551
*
```

Lowest unoccupied orbital energy (eV): 0.77
Highest occupied orbital energy (eV): -9.20
ΔE to the lowest compared entry with this formula, charge and spin (eV): 2.947
Structure (SMILES): C=CO.C=C


A structure of composition C18H18Cl5GeI2NO4Y in a non-equilibrium geometry. Source: the Open Molecules 2025 dataset; level of theory: the ωB97M-V functional and the def2-TZVPD basis.

```
! wB97M-V def2-TZVPD RIJCOSX def2/J DEFGRID3
* xyz 0 2
Y -1.277 -0.442 -0.719
I 0.311 2.511 0.301
C -1.461 3.651 0.033
I -2.864 2.675 -1.223
H -1.163 4.594 -0.412
H -1.903 3.799 1.011
Cl 6.006 -2.798 -1.668
C 4.463 -2.149 -1.218
C 4.407 -1.124 -0.269
C 3.194 -0.606 0.096
Cl 3.124 0.665 1.275
C 1.961 -1.051 -0.462
O 0.853 -0.536 -0.087
C 2.067 -2.093 -1.429
C 0.914 -2.640 -2.092
O -0.253 -2.271 -2.003
C 3.315 -2.630 -1.784
H 5.315 -0.743 0.176
H 1.133 -3.487 -2.763
H 3.364 -3.426 -2.516
C 0.059 -0.182 4.396
C -0.949 0.915 4.023
C -2.310 0.633 4.680
C -0.431 2.289 4.461
C -1.117 0.911 2.567
C -1.275 0.843 1.349
H 0.200 -0.196 5.478
H 1.022 -0.002 3.918
H -0.301 -1.161 4.078
H -2.194 0.626 5.765
H -2.696 -0.335 4.363
H -3.036 1.400 4.410
H -0.292 2.294 5.542
H -1.140 3.076 4.201
H 0.528 2.511 3.990
Cl -1.578 -2.778 0.737
Ge -3.380 -3.014 -0.916
Cl -4.809 -4.065 0.390
Cl -3.988 -0.752 -0.231
O 1.658 1.501 -3.036
C 0.658 0.983 -3.480
C 0.360 0.744 -4.965
C -1.046 0.145 -4.979
C -1.354 0.004 -3.507
O -2.365 -0.507 -2.990
N -0.387 0.500 -2.723
H 1.118 0.065 -5.357
H 0.453 1.682 -5.510
H -1.124 -0.826 -5.466
H -1.791 0.798 -5.435
*
```

Lowest unoccupied orbital energy (spin up / spin down) (eV): -0.74 / -2.63
Highest occupied orbital energy (spin up / spin down) (eV): -8.29 / -8.30
ΔE to the lowest compared entry with this formula, charge and spin (eV): 0.135


A cluster of 6 separate species, C4H17NO7 in total in a non-equilibrium geometry. Source: the Open Molecules 2025 dataset; level of theory: the ωB97M-V functional and the def2-TZVPD basis.

```
! wB97M-V def2-TZVPD RIJCOSX def2/J DEFGRID3
* xyz 0 1
N -0.476 -1.091 0.211
C 0.800 -1.465 -0.421
C 1.208 -2.834 0.078
O 1.461 -3.065 1.236
C 1.917 -0.432 -0.337
C 1.750 0.737 -1.258
O 1.045 0.755 -2.239
H -0.328 -0.723 1.147
H -0.717 -0.214 -0.262
H 0.542 -1.517 -1.481
H 1.224 -3.665 -0.655
H 2.089 -0.003 0.649
H 2.886 -0.906 -0.514
H 2.326 1.645 -1.017
O 0.205 1.665 1.407
H -0.676 1.788 1.007
H 0.228 2.223 2.190
O 0.090 -1.204 3.376
H 0.354 -2.120 3.233
H 0.478 -0.640 2.705
O -3.337 -1.290 -0.472
H -2.938 -0.618 -1.039
H -2.734 -1.304 0.280
O -0.472 2.894 -2.142
H 0.108 3.326 -1.493
H 0.116 2.263 -2.591
O -2.279 1.577 -0.495
H -2.988 1.996 0.003
H -1.880 2.223 -1.106
*
```

Lowest unoccupied orbital energy (eV): 0.08
Highest occupied orbital energy (eV): -9.91
ΔE to the lowest compared entry with this formula, charge and spin (eV): 0.711
Structure (SMILES): N[C@H](C=O)CC=O.O.O.O.O.O


A cluster of 8 separate species, C5H23NO8 in total in a non-equilibrium geometry. Source: the Open Molecules 2025 dataset; level of theory: the ωB97M-V functional and the def2-TZVPD basis.

```
! wB97M-V def2-TZVPD RIJCOSX def2/J DEFGRID3
* xyz 0 1
O -1.433 -1.265 -0.156
C -2.098 -0.247 -0.386
N -1.573 0.966 -0.409
C -2.380 2.224 -0.356
C -1.422 3.254 0.196
C -0.130 2.559 0.614
C -0.145 1.297 -0.229
H -3.163 -0.414 -0.670
H -3.235 2.044 0.307
H -2.738 2.425 -1.368
H -1.983 3.738 1.005
H -1.394 4.101 -0.482
H 0.755 3.160 0.435
H -0.149 2.373 1.679
H 0.227 1.541 -1.234
H 0.452 0.493 0.208
O 2.580 -1.657 1.867
H 3.059 -1.492 1.060
H 2.635 -0.825 2.332
O 2.499 -0.152 -1.184
H 1.973 -0.949 -0.924
H 2.497 -0.090 -2.139
O 1.627 -2.677 -1.019
H 0.771 -2.837 -0.563
H 2.208 -3.287 -0.556
O -2.044 0.218 2.833
H -2.153 -0.609 2.355
H -1.138 0.467 2.588
O -0.759 -2.090 -2.761
H 0.124 -2.230 -2.427
H -1.322 -2.177 -1.978
O 2.784 2.348 -0.453
H 2.818 1.409 -0.722
H 3.197 3.096 -0.919
O 0.295 -3.046 1.243
H 1.139 -2.664 1.585
H -0.331 -2.298 1.221
*
```

Lowest unoccupied orbital energy (eV): 0.20
Highest occupied orbital energy (eV): -9.70
ΔE to the lowest compared entry with this formula, charge and spin (eV): 1.328
Structure (SMILES): O=CN1CCCC1.O.O.O.O.O.O.O


The molecule C3H6N2OS in a non-equilibrium geometry. Source: the Open Molecules 2025 dataset; level of theory: the ωB97M-V functional and the def2-TZVPD basis.

```
! wB97M-V def2-TZVPD RIJCOSX def2/J DEFGRID3
* xyz 0 1
H 0.147 2.381 0.740
N 0.968 1.902 0.313
C 0.672 0.725 0.013
N 1.671 -0.028 -0.601
O 1.712 -1.425 -0.303
C -0.599 -0.016 0.290
C -0.700 -0.700 1.594
S -1.894 -0.004 -0.752
H 2.625 0.337 -0.407
H 1.179 -1.744 -1.061
H -0.052 -0.198 2.357
H -1.752 -0.734 1.896
H -0.254 -1.746 1.572
*
```

Lowest unoccupied orbital energy (eV): -0.72
Highest occupied orbital energy (eV): -9.09
ΔE to the lowest compared entry with this formula, charge and spin (eV): 3.599
Structure (SMILES): [H]/N=C(/NO)C(C)=S


Number 1: DFT total energy -8404.417 eV. Number 2: DFT total energy -10402.346 eV. Number 3: DFT total energy -17593.992 eV. Number 4: DFT total energy -6322.221 eV. Number 5: DFT total energy -165016.233 eV. Number 6: DFT total energy -20245.855 eV. Number 7: DFT total energy -23428.707 eV. Number 8: DFT total energy -19068.568 eV.